Record 1
Computed, not measured: a structure of composition C48H64F5MnN2O9P4S3Si, with ωB97M-V/def2-TZVPD.

Geometry as XYZ:
```
137
Properties=species:S:1:pos:R:3:forces:R:3:mulliken_spin:R:1
Mn 0.095552 0.010570 0.495364 -0.2 -0.3 0.4 4.70
C 7.784383 -5.373339 -0.169356 0.1 0.0 -0.1 0.00
S 6.483650 -5.446323 1.069821 0.0 0.0 0.0 0.00
C 5.644788 -3.902737 0.650687 -0.1 0.1 0.0 0.00
C 4.458936 -3.653497 1.567278 0.0 0.0 0.0 0.01
C 3.734476 -2.348805 1.238999 0.0 0.1 0.1 0.01
N 3.279108 -2.171674 -0.185336 0.0 -0.3 0.1 0.01
P 3.410904 -0.466197 -0.491905 -0.2 0.5 -0.1 0.02
C 5.202166 -0.115897 -0.286384 0.1 -0.2 0.0 0.01
C 6.201862 -0.855682 -0.915226 0.0 0.0 0.0 0.00
C 7.532337 -0.510019 -0.767887 0.0 0.0 0.0 0.00
C 7.883250 0.594671 0.000922 0.0 0.0 0.0 0.00
C 6.897434 1.346773 0.615763 0.0 0.0 0.0 0.00
C 5.563152 0.985310 0.475277 0.0 0.1 0.0 0.00
C 3.408636 -0.311821 -2.313196 0.0 -0.1 0.1 -0.01
C 3.748600 -1.326905 -3.198087 0.0 0.0 0.0 0.00
C 3.751256 -1.088006 -4.562679 0.0 -0.1 0.0 0.00
C 3.426974 0.170477 -5.050398 0.0 0.0 0.0 0.00
C 3.092070 1.188698 -4.169667 0.0 0.0 0.0 0.00
C 3.073372 0.945215 -2.805080 0.0 0.0 0.0 -0.01
P 1.505156 -2.537017 -0.161235 0.1 0.4 -0.4 -0.02
C 1.661047 -4.338823 0.081469 0.0 0.0 0.1 0.06
C 0.918638 -4.960560 1.074679 0.0 0.0 0.0 -0.01
C 1.111622 -6.307844 1.348507 0.0 0.0 0.0 0.00
C 2.037330 -7.042075 0.626222 0.0 -0.1 0.0 0.00
C 2.782030 -6.428496 -0.372455 0.0 0.0 0.0 0.00
C 2.598342 -5.083457 -0.636765 0.0 0.0 0.1 0.00
C 0.986091 -2.406209 -1.929537 0.1 -0.2 0.0 -0.14
C 1.052940 -3.443763 -2.854509 0.0 0.0 -0.1 0.00
C 0.617573 -3.276470 -4.162470 0.0 0.0 0.0 0.00
C 0.105252 -2.060796 -4.579079 0.0 0.1 0.0 0.00
C -0.003412 -1.020653 -3.664249 0.0 -0.2 0.0 0.01
C 0.417181 -1.212856 -2.358775 -0.3 0.6 0.1 0.08
H 8.412108 -6.256459 -0.066437 0.0 0.0 0.1 0.00
H 8.410854 -4.490727 -0.037654 0.0 0.0 0.0 0.00
H 7.371008 -5.364579 -1.178495 -0.1 0.0 0.0 0.00
H 5.296812 -3.948293 -0.382750 0.0 0.0 0.0 0.00
H 6.357387 -3.077822 0.724281 0.0 0.0 0.0 0.00
H 4.805239 -3.570009 2.602182 0.0 0.0 0.0 0.00
H 3.782699 -4.504756 1.542215 -0.1 0.0 0.0 0.00
H 4.430746 -1.537297 1.471497 0.0 -0.1 0.0 0.00
H 2.889423 -2.201772 1.928010 0.0 -0.1 0.0 -0.01
H 5.927876 -1.700953 -1.532595 0.0 0.0 0.0 0.00
H 8.299723 -1.093860 -1.259887 0.0 0.0 0.0 0.00
H 8.924584 0.868072 0.111273 0.0 0.0 0.0 0.00
H 7.162796 2.213646 1.207353 0.0 0.0 0.0 0.00
H 4.791119 1.581804 0.947933 0.0 0.0 0.0 0.00
H 3.985255 -2.310353 -2.812931 0.0 -0.1 0.0 0.00
H 3.994425 -1.890728 -5.247316 0.0 0.0 0.0 0.00
H 3.421233 0.350905 -6.118144 0.0 0.0 0.0 0.00
H 2.820977 2.167635 -4.544331 0.0 0.0 0.0 0.00
H 2.759325 1.719904 -2.114530 0.0 0.0 0.0 0.00
H 0.178154 -4.390262 1.618504 0.0 0.0 0.0 0.01
H 0.528701 -6.779345 2.128332 0.0 0.0 0.0 0.00
H 2.187177 -8.091655 0.844213 0.0 0.0 0.0 0.00
H 3.526011 -6.988367 -0.923855 0.0 0.0 0.0 0.00
H 3.219820 -4.592889 -1.373494 0.0 0.0 0.0 0.00
H 1.423605 -4.413693 -2.562075 0.0 0.0 0.0 0.00
H 0.675025 -4.108942 -4.852041 0.0 0.0 0.0 0.00
H -0.232688 -1.927705 -5.598688 0.0 0.0 0.0 0.00
H -0.434408 -0.070834 -3.949271 0.0 0.0 0.0 0.00
H 0.221902 -0.358064 -1.687427 0.4 -0.4 -0.3 -0.02
N 2.294143 2.725206 2.937095 0.1 0.1 0.3 0.00
C 0.814752 2.615618 2.560440 0.1 0.2 0.2 0.03
C 0.072974 3.709401 3.317659 -0.1 0.0 0.0 -0.01
P 0.492442 0.935927 3.420624 0.0 0.3 -0.6 0.02
O -1.030041 0.889264 3.802279 0.1 0.1 0.1 0.00
O 1.329818 1.101347 4.643014 0.2 -0.2 0.2 0.00
O 0.895700 -0.124725 2.408015 -0.3 0.2 0.0 0.07
P 0.768030 3.058156 0.730020 0.3 -0.4 0.0 -0.01
O 2.173988 3.944582 0.734285 0.1 0.1 -0.2 0.00
O -0.291693 3.994037 0.336267 -0.3 0.1 0.0 0.00
O 1.091925 1.799048 -0.051381 -0.2 -0.2 0.1 0.05
H 2.349523 2.327102 3.912460 -0.1 0.0 -0.3 0.00
H 2.600537 3.689325 2.836895 0.1 0.0 0.0 0.00
H 2.853509 2.151925 2.303443 0.0 -0.1 0.1 0.00
H 0.069128 3.517425 4.392332 0.0 0.0 0.0 0.00
H -0.952762 3.732535 2.948777 0.0 0.0 0.1 0.00
H 0.518052 4.690371 3.122067 0.0 0.0 0.0 0.00
H -1.594495 0.941481 2.978124 0.0 -0.1 0.0 0.00
H 2.017982 4.720852 0.177762 -0.1 -0.2 0.1 0.00
F -6.294063 -5.072708 -1.488702 -0.1 0.0 0.0 0.00
C -5.180053 -4.474253 -1.045368 0.1 0.1 0.0 0.00
C -4.031452 -5.209490 -0.812412 0.0 0.2 0.0 0.00
F -4.032803 -6.530924 -1.029920 0.0 -0.1 0.0 0.00
C -2.887275 -4.574870 -0.364517 -0.1 0.0 0.0 -0.02
F -1.812428 -5.348948 -0.166446 0.1 0.0 0.0 0.00
C -2.822099 -3.200838 -0.119592 0.1 0.2 -0.2 0.02
S -1.323492 -2.469264 0.420384 0.0 0.0 0.2 0.01
C -4.003919 -2.498224 -0.362864 0.0 -0.1 0.0 0.00
F -4.050993 -1.180653 -0.171816 0.0 0.2 0.0 0.00
C -5.159663 -3.108761 -0.816605 0.1 -0.2 0.0 0.00
F -6.262826 -2.387120 -1.049174 -0.1 0.1 0.0 0.00
C -5.166614 3.014079 -2.228118 0.0 0.0 -0.1 0.00
C -3.658184 3.070076 -2.015008 0.1 0.1 0.1 0.00
C -3.033143 4.180123 -2.855544 0.0 0.0 0.0 0.00
C -3.011375 1.735219 -2.363339 0.0 0.0 0.0 0.00
O -3.387352 3.441630 -0.660668 -0.2 -0.1 -0.1 0.01
Si -3.465881 2.655724 0.772916 0.0 0.1 -0.2 -0.02
S -2.038165 1.170465 0.990738 -0.1 -0.3 0.2 0.11
O -3.313703 3.806304 1.934453 0.1 0.1 0.1 0.02
C -3.646076 5.203963 1.953013 0.1 -0.1 0.0 0.00
C -3.730984 5.573701 3.430358 0.0 0.1 0.0 0.00
C -2.540918 6.001141 1.270448 0.0 0.0 0.0 0.00
C -4.979083 5.479558 1.262578 -0.1 0.0 0.0 0.00
O -4.972980 1.992659 0.862252 0.0 0.1 0.0 0.00
C -5.779165 1.477665 1.927681 0.0 -0.1 -0.1 0.00
C -6.504258 2.631791 2.609222 -0.1 0.0 0.1 0.00
C -6.792375 0.552314 1.260698 0.0 0.0 0.1 0.00
C -4.954826 0.712928 2.956641 0.0 0.0 0.0 0.01
H -5.390537 2.762312 -3.267528 0.0 0.0 0.0 0.00
H -5.617497 3.982355 -2.003697 0.0 0.0 0.0 0.00
H -5.616903 2.264480 -1.581217 0.0 0.0 0.1 0.00
H -3.197630 4.004138 -3.920002 0.0 0.0 0.0 0.00
H -1.961509 4.227697 -2.663542 0.0 0.0 0.0 0.00
H -3.470269 5.143445 -2.587897 0.0 0.0 0.0 0.00
H -3.145039 1.522095 -3.427167 0.0 0.0 0.0 0.00
H -3.447775 0.919252 -1.794085 -0.1 -0.1 0.1 0.00
H -1.944852 1.763848 -2.137464 0.0 0.0 0.0 0.01
H -2.804976 5.296735 3.933243 0.0 0.0 0.0 0.00
H -4.557363 5.056502 3.920781 0.0 0.0 0.0 0.00
H -3.880984 6.648412 3.546134 0.0 0.0 0.0 0.00
H -1.609217 5.938383 1.831011 0.0 0.0 0.0 0.00
H -2.839846 7.050105 1.193814 0.0 0.0 0.0 0.00
H -2.345646 5.607231 0.277433 0.0 -0.1 -0.1 0.00
H -5.751973 4.802489 1.619005 0.1 0.1 0.0 0.00
H -4.887342 5.359596 0.185947 0.0 0.0 -0.1 0.00
H -5.294027 6.504127 1.473502 0.0 0.0 0.0 0.00
H -7.110203 3.179407 1.885730 0.0 0.0 0.0 0.00
H -5.795571 3.319122 3.071679 0.0 -0.1 0.0 0.00
H -7.165617 2.246274 3.387370 0.0 0.0 0.0 0.00
H -7.379300 1.108730 0.528589 0.0 0.0 0.0 0.00
H -7.472269 0.132225 2.003807 0.0 0.0 0.0 0.00
H -6.286059 -0.262291 0.747839 0.1 0.0 0.0 0.00
H -4.261214 1.378407 3.470531 0.1 0.1 0.0 0.00
H -4.384220 -0.084631 2.490631 0.1 -0.1 -0.1 0.00
H -5.619167 0.282991 3.709548 0.0 0.0 0.0 0.00
```
Positions in Å, forces in eV/Å.

Computed properties:
Gap between HOMO and LUMO (spin up / spin down), eV: 6.800 / 6.818
Energy above the lowest of the compared OMol25 structures with the same formula, charge and spin, kcal/mol: 61.72
Highest occupied orbital energy (spin up / spin down), Eh: -0.177 / -0.178
Net charge: -1
2S+1: 6
Electronic energy, Ha: -7154.523760

Record 2
Computed, not measured: the molecule C13H17ClN4O3 at a distorted geometry, with ωB97M-V/def2-TZVPD.

Geometry as XYZ:
```
38
Properties=species:S:1:pos:R:3:forces:R:3:nbo_charge:R:1
O -2.651754 -2.306591 1.249299 -0.3 0.0 0.5 -0.61
C -1.942603 -2.326121 0.270407 0.5 -0.7 -0.3 0.67
C -0.840197 -3.410633 0.088130 -1.0 0.1 0.1 -0.31
N 0.432778 -2.762548 -0.031398 0.9 0.1 0.1 -0.11
C 1.398276 -2.653433 0.902902 0.6 0.4 0.0 -0.05
C 2.362713 -1.805063 0.387602 -0.3 0.0 -0.3 -0.13
Cl 3.811832 -1.314294 1.125744 0.0 -0.1 0.2 0.09
C 1.858687 -1.446200 -0.883226 -0.8 -1.3 1.4 0.14
N 2.382598 -0.545155 -1.841574 0.1 0.5 -0.7 0.52
O 1.727406 -0.354892 -2.842955 -0.1 0.0 -0.2 -0.36
O 3.439349 -0.007271 -1.583808 0.2 0.0 0.2 -0.36
N 0.692184 -2.048296 -1.099763 0.4 0.4 -0.9 -0.22
N -1.981040 -1.468169 -0.751936 -0.1 0.3 -0.5 -0.62
C -2.723853 -0.225959 -0.718708 -0.2 0.2 0.0 -0.22
C -1.847755 0.937993 -1.172377 -0.1 -0.3 0.3 -0.43
C -0.671809 1.261241 -0.294047 -0.1 0.0 -0.3 0.03
C -0.341762 0.682295 0.854196 0.0 0.0 0.1 -0.23
C 0.855500 1.204886 1.585016 -0.1 0.2 0.1 -0.44
C 0.751049 2.731688 1.720708 0.1 0.0 0.1 -0.39
C 0.397814 3.405388 0.384258 0.0 0.0 -0.1 -0.39
C 0.212168 2.387028 -0.751239 0.0 0.1 0.1 -0.44
H -1.047536 -3.980512 -0.820174 0.1 0.0 0.1 0.24
H -0.843681 -4.068207 0.956910 0.0 0.1 -0.1 0.24
H 1.354577 -3.157286 1.845405 0.0 -0.1 0.2 0.24
H -1.270156 -1.542111 -1.471272 -0.1 -0.1 0.2 0.43
H -3.086589 -0.080603 0.301315 0.0 0.0 -0.1 0.23
H -3.590305 -0.306882 -1.384916 0.0 0.1 0.2 0.20
H -1.471843 0.727521 -2.179737 0.0 0.1 -0.1 0.21
H -2.475856 1.830731 -1.245857 0.0 0.0 -0.1 0.22
H -0.911432 -0.111228 1.309899 -0.2 -0.2 0.0 0.21
H 0.944803 0.748346 2.571044 0.1 0.0 0.0 0.22
H 1.765956 0.972022 1.024032 0.1 -0.1 0.0 0.20
H 1.695627 3.118402 2.105134 0.0 0.1 0.1 0.21
H -0.020377 2.955866 2.459061 0.0 0.0 0.0 0.20
H -0.530513 3.968452 0.494011 0.0 0.1 0.0 0.20
H 1.176845 4.112223 0.096506 0.0 0.1 0.0 0.21
H 1.193534 1.994378 -1.030493 0.1 0.0 -0.1 0.21
H -0.204627 2.882990 -1.628087 0.0 0.0 -0.1 0.21
```
Positions in Å, forces in eV/Å.

Computed properties:
Gap between HOMO and LUMO, eV: 8.531
Highest occupied orbital energy, Eh: -0.333
Net charge: 0
Electronic energy, Ha: -1410.406193